No. 1
Computed, not measured: a molecular structure, C32H38BF6N2S5Y at a distorted geometry, with ωB97M-V with the def2-TZVPD basis set.

Structure (ORCA input):
```
! wB97M-V def2-TZVPD RIJCOSX def2/J DEFGRID3
* xyz 0 1
Y 0.10048 -0.33959 0.72797
C -0.41353 5.06965 -1.11388
C 0.85843 4.35978 -0.65888
S 0.61952 2.81326 0.23057
C -0.17166 3.28180 1.78464
C -1.70982 3.27283 1.80280
S -2.44136 1.88594 0.88635
C -3.36400 2.59751 -0.52143
C -3.01057 3.95706 -1.09977
S -1.51376 4.03583 -2.12065
H -0.14159 5.93735 -1.71600
H -0.97551 5.43294 -0.25412
H 1.45038 5.01541 -0.01851
H 1.47772 4.08582 -1.51363
H 0.21584 4.25649 2.08643
H 0.19661 2.55832 2.51379
H -2.12501 4.20126 1.41731
H -2.04979 3.16243 2.83149
H -4.40213 2.62966 -0.19022
H -3.28575 1.83177 -1.29287
H -2.95388 4.73328 -0.33979
H -3.83468 4.23556 -1.75737
S -2.24818 -0.58248 -1.13785
C -1.78290 -1.99385 -1.98190
N -2.66376 -2.76559 -2.58240
C -2.29160 -3.94294 -3.39130
C -0.89305 -3.79195 -3.91722
N -0.04659 -3.56386 -2.77272
C 1.32034 -4.04999 -2.84624
C 1.36675 -5.56069 -2.88292
C 0.83669 -6.29529 -1.82347
C 0.86170 -7.68074 -1.85136
C 1.41253 -8.35055 -2.94071
C 1.93962 -7.62616 -3.99774
C 1.91394 -6.23461 -3.96640
C -0.30996 -2.37560 -1.99293
S -0.04317 -2.80108 -0.20190
C -4.11398 -2.54256 -2.47572
C -4.81427 -3.79826 -2.02289
C -4.52401 -4.31638 -0.76250
C -5.14976 -5.47098 -0.32028
C -6.07735 -6.11430 -1.13253
C -6.37086 -5.60095 -2.38707
C -5.73604 -4.44697 -2.83156
H -3.02091 -4.02799 -4.19913
H -2.35678 -4.83606 -2.77013
H -0.85000 -2.99669 -4.67350
H -0.59260 -4.72641 -4.39182
H 1.83569 -3.69424 -1.95330
H 1.84930 -3.65698 -3.72307
H 0.40578 -5.76338 -0.98049
H 0.45502 -8.24299 -1.01910
H 1.42748 -9.43299 -2.96223
H 2.37105 -8.14071 -4.84804
H 2.32991 -5.66728 -4.79321
H -4.48665 -2.20584 -3.44546
H -4.27473 -1.74986 -1.75410
H -3.79284 -3.81450 -0.13434
H -4.91514 -5.86882 0.65927
H -6.56984 -7.01401 -0.78546
H -7.09000 -6.10115 -3.02360
H -5.96156 -4.05067 -3.81621
F -1.04422 0.38217 3.46987
C -0.03671 -0.48930 2.97816
F -0.52919 -1.78475 3.19601
H 0.80008 -0.37195 3.66587
C 0.58754 -1.18168 -2.41811
C 0.48271 -0.81668 -3.88405
C -0.65392 -0.21357 -4.42498
C -0.73331 0.05926 -5.78406
C 0.32571 -0.25739 -6.62735
C 1.47178 -0.82846 -6.09486
C 1.54740 -1.09906 -4.73401
H 0.33328 -0.31054 -1.81942
H 1.61350 -1.45746 -2.18350
H -1.48059 0.05726 -3.77652
H -1.62513 0.52743 -6.18393
H 0.26343 -0.04472 -7.68731
H 2.31307 -1.05974 -6.73731
H 2.45191 -1.53704 -4.32611
F 2.46291 -1.30788 1.16911
B 2.95120 0.00350 0.90974
F 2.28071 0.82699 1.85467
F 4.29690 0.12706 0.89265
F 2.31854 0.33264 -0.35485
*
```

The HOMO energy comes out at -0.29686 hartree. The relative energy (zero: lowest compared OMol25 entry of this formula, charge and spin) is 37.84 kJ/mol. The calculation puts the total energy at -4005.31841 hartree.

No. 2
Computed, not measured: a gas-phase ion, C5H12NS (charge -1) at a distorted geometry, with ωB97M-V with the def2-TZVPD basis set.

Structure (ORCA input):
```
! wB97M-V def2-TZVPD RIJCOSX def2/J DEFGRID3
* xyz -1 1
C -0.80172 -0.62410 0.96322
C -1.50204 -0.15130 -0.32677
S -3.24037 0.33052 -0.07388
C 0.62966 -0.10193 1.12521
N 1.50860 -0.48030 0.03556
C 2.49013 0.62440 -0.32078
C 3.53736 0.03669 -1.24266
H -0.98421 -1.70470 1.18425
H -1.35308 -0.12731 1.78839
H -1.37935 -1.00871 -0.99439
H -0.94920 0.73572 -0.67286
H 0.95475 -0.47733 2.11082
H 0.61384 0.99885 1.20829
H 2.19758 -1.22171 0.07616
H 1.89642 1.39852 -0.81982
H 2.89073 1.06130 0.59985
H 4.22719 -0.69139 -0.82029
H 2.92220 -0.48281 -2.00175
H 4.18870 0.74419 -1.76586
*
```

The HOMO energy comes out at -0.07720 hartree. The relative energy (zero: lowest compared OMol25 entry of this formula, charge and spin) is 99.97 kJ/mol. As for the SMILES: CCNCCC[S-]. The calculation puts the total energy at -650.63773 hartree.

No. 3
Computed, not measured: 13 unconnected molecules or ions with the total composition C68H137F15O34 at a distorted geometry, with ωB97M-V with the def2-TZVPD basis set.

Structure (ORCA input):
```
! wB97M-V def2-TZVPD RIJCOSX def2/J DEFGRID3
* xyz 0 1
C 1.69830 1.05083 4.38778
O 0.33890 1.48843 4.41440
C 0.23996 2.63789 5.25793
C -1.06770 3.42152 5.08401
O -2.10779 2.87111 5.95364
C -3.42113 2.80625 5.36554
C -3.96447 4.21698 4.90753
O -3.60497 4.59078 3.57850
C -3.95865 5.95421 3.14048
H 1.63785 0.11936 3.82493
H 2.15142 0.82728 5.35360
H 2.40925 1.65189 3.82088
H 1.07231 3.31217 5.05631
H 0.47971 2.24575 6.24629
H -1.46342 3.38371 4.06908
H -0.95188 4.46477 5.37781
H -4.19924 2.52476 6.07506
H -3.46288 2.07400 4.55921
H -3.58833 4.90701 5.66283
H -5.04749 4.31686 4.97955
H -3.85442 6.02945 2.05809
H -3.32172 6.67654 3.65104
H -4.95828 6.12516 3.53999
C -1.72995 -4.64557 7.62145
O -1.19132 -4.20518 6.37628
C 0.17253 -4.56042 6.13665
C 0.51647 -4.26961 4.63731
O 1.76034 -4.86013 4.39557
C 2.44612 -4.35817 3.23747
C 3.13959 -2.98635 3.27459
O 4.05017 -2.92037 2.14733
C 5.05899 -1.86046 2.14869
H -1.67410 -5.72971 7.71954
H -2.70290 -4.19509 7.81773
H -1.11134 -4.31053 8.45401
H 0.37940 -5.62012 6.28616
H 0.80024 -3.97310 6.80683
H 0.53395 -3.18178 4.57081
H -0.20612 -4.71977 3.95664
H 1.78549 -4.39508 2.37126
H 3.22465 -5.11568 3.14712
H 3.69777 -2.99461 4.21079
H 2.38684 -2.21393 3.43214
H 5.53789 -1.80589 1.17105
H 5.78886 -2.00443 2.94534
H 4.52061 -0.92004 2.26644
C -5.06750 -5.24358 -4.46855
O -4.26567 -6.44721 -4.41458
C -3.81383 -6.70260 -3.08365
C -2.52467 -5.96338 -2.90215
O -1.73908 -6.54186 -1.83571
C -0.36927 -6.11719 -1.91181
C 0.48086 -6.63438 -0.74566
O -0.08748 -6.06592 0.51393
C 0.32760 -6.83699 1.62307
H -6.04635 -5.44132 -4.03168
H -5.32986 -4.95902 -5.48751
H -4.67774 -4.38936 -3.91494
H -3.58271 -7.76681 -3.03732
H -4.55219 -6.48172 -2.31285
H -2.60500 -4.88654 -2.75364
H -2.00235 -6.04431 -3.85543
H -0.32389 -5.03274 -2.01181
H 0.10615 -6.43894 -2.83840
H 1.49358 -6.27863 -0.93523
H 0.51095 -7.71830 -0.85668
H 1.40601 -6.77456 1.76878
H 0.03703 -7.87952 1.49345
H -0.14733 -6.43384 2.51750
C 4.55370 11.65717 4.92907
O 3.77993 10.69317 5.67268
C 2.92050 9.93829 4.85316
C 2.18957 8.87793 5.71679
O 1.48869 8.03752 4.90921
C 2.25365 6.89844 4.45751
C 1.47873 6.11511 3.45365
O 2.11187 4.92775 2.94222
C 1.37282 4.38648 1.83145
H 5.05172 11.18208 4.08387
H 5.28428 12.04512 5.63890
H 3.99048 12.54026 4.62733
H 3.60655 9.49990 4.12841
H 2.21727 10.66151 4.44022
H 1.57277 9.26682 6.52699
H 2.99621 8.37713 6.25218
H 2.46363 6.25305 5.31043
H 3.19407 7.17560 3.98116
H 1.23113 6.74871 2.60198
H 0.60600 5.76227 4.00315
H 0.39604 3.98769 2.10525
H 1.95626 3.62934 1.30759
H 1.14365 5.21456 1.16073
C 6.45680 3.40193 3.34830
O 5.86000 3.32882 2.03385
C 5.01804 2.19949 1.96087
C 4.75646 1.81861 0.49493
O 5.90894 1.38098 -0.23864
C 6.59954 2.44234 -0.84683
C 7.74940 1.93174 -1.62937
O 7.52118 0.76400 -2.46372
C 6.82966 1.15245 -3.68364
H 7.01522 4.33481 3.42577
H 7.13271 2.56571 3.52717
H 5.75020 3.46932 4.17551
H 4.11568 2.35546 2.55206
H 5.65576 1.37366 2.27618
H 4.20176 2.64702 0.05431
H 4.09397 0.95708 0.41141
H 6.97196 3.18185 -0.13794
H 5.89057 2.94304 -1.50620
H 8.54966 1.71512 -0.92173
H 8.12616 2.80162 -2.16737
H 5.95067 1.75745 -3.46126
H 6.55194 0.24139 -4.21367
H 7.42777 1.77101 -4.35278
C -2.20979 0.37078 -2.73763
O -1.90675 1.44003 -3.64139
C -3.08233 1.91541 -4.30271
C -2.70747 3.03573 -5.22636
O -2.00387 2.60124 -6.37609
C -2.87613 2.06362 -7.38500
C -2.05871 1.33468 -8.45354
O -1.05423 2.18270 -9.20625
C -1.67211 3.29289 -9.84044
H -1.34878 0.23223 -2.08375
H -2.29156 -0.55134 -3.31305
H -3.08497 0.48590 -2.09816
H -3.73760 2.34742 -3.54635
H -3.65202 1.09919 -4.74693
H -2.05004 3.74334 -4.72122
H -3.57628 3.68840 -5.31180
H -3.49183 2.83766 -7.84313
H -3.61891 1.44764 -6.87810
H -2.76490 0.86066 -9.13523
H -1.55517 0.51216 -7.94559
H -2.37578 2.96038 -10.60358
H -0.90747 3.82121 -10.40992
H -1.92677 4.08107 -9.13190
C 2.81877 -5.02024 -2.91509
O 2.98982 -6.45199 -2.93620
C 2.89258 -7.06063 -4.15896
C 3.35666 -8.49091 -4.14674
O 2.33852 -9.28388 -3.48818
C 2.43767 -10.64726 -3.83864
C 1.20676 -11.50170 -3.40714
O -0.03134 -11.17366 -4.08170
C -0.43765 -9.87178 -3.84382
H 3.64863 -4.52016 -3.41443
H 2.81277 -4.67113 -1.88253
H 1.84148 -4.82120 -3.35485
H 3.69337 -6.54269 -4.68676
H 1.87267 -6.94081 -4.52439
H 4.32918 -8.61400 -3.67013
H 3.35158 -8.83836 -5.17986
H 3.31524 -11.07547 -3.35428
H 2.45948 -10.78430 -4.91977
H 1.03573 -11.46440 -2.33129
H 1.32573 -12.55099 -3.67722
H -0.37508 -9.70080 -2.76913
H -1.42271 -9.83486 -4.30900
H 0.19993 -9.14866 -4.35243
C -1.46983 7.32621 1.01293
O -0.93475 6.42237 0.04213
C -1.62856 5.17452 -0.19855
C -1.09840 4.56645 -1.47397
O 0.19670 3.95597 -1.28115
C 0.54815 2.96876 -2.24906
C 1.96623 2.49918 -1.93001
O 2.91038 3.48584 -2.34459
C 3.35906 3.35364 -3.70318
H -1.04652 8.33030 0.98652
H -1.30301 6.75495 1.92613
H -2.52923 7.54207 0.87445
H -2.68968 5.39425 -0.31616
H -1.44634 4.52766 0.65963
H -0.93273 5.30135 -2.26174
H -1.74092 3.74928 -1.80184
H 0.44176 3.49070 -3.20004
H -0.16090 2.14369 -2.18120
H 2.11761 1.52534 -2.39566
H 2.16179 2.26510 -0.88355
H 4.14075 4.10244 -3.83112
H 2.56959 3.49676 -4.44098
H 3.76906 2.35726 -3.86821
C -8.95335 1.68177 3.66241
C -7.64069 2.34590 3.15585
O -6.61757 1.39679 3.63246
C -6.28655 0.21256 3.05944
O -6.75585 -0.17349 1.99170
C -5.14753 -0.52039 3.80378
F -3.96423 -0.29984 3.19114
F -5.03488 -0.25139 5.04577
F -5.37734 -1.82502 3.72251
H -8.81269 1.42856 4.71322
H -9.21416 0.80666 3.06722
H -9.85293 2.28936 3.56396
H -7.54006 3.29131 3.68893
H -7.60127 2.41951 2.06905
C -1.91208 1.50682 0.76326
C -0.57409 0.97112 1.13215
O -0.19189 -0.11340 0.29193
C 0.97073 -0.73416 0.40043
O 1.84069 -0.52816 1.25901
C 1.26074 -1.74942 -0.75108
F 1.86745 -1.13530 -1.75111
F 2.02996 -2.75294 -0.22819
F 0.12372 -2.26862 -1.27861
H -2.64221 0.69750 0.75796
H -1.93291 2.00498 -0.20602
H -2.11424 2.30052 1.48249
H -0.59011 0.60078 2.15719
H 0.10458 1.82274 1.08479
C -8.85122 4.20334 -2.60573
C -8.22650 2.80970 -2.86521
O -6.93516 2.65100 -2.19517
C -6.82481 2.73078 -0.86281
O -7.77319 2.67241 -0.14349
C -5.37179 2.77247 -0.27861
F -4.46933 3.22581 -1.12240
F -5.39575 3.54192 0.84974
F -5.09173 1.48431 -0.01659
H -9.55495 4.55994 -3.35786
H -8.11901 5.00796 -2.53810
H -9.41016 4.08492 -1.67747
H -7.93393 2.81116 -3.91521
H -8.90411 1.95900 -2.79275
C -1.82368 -2.97964 1.98757
C -2.17677 -3.95475 0.85585
O -3.43252 -3.58090 0.32826
C -3.60212 -2.77538 -0.70915
O -2.68383 -2.35787 -1.42253
C -5.08457 -2.44792 -1.00960
F -5.16043 -1.17214 -1.51184
F -5.56491 -3.32619 -1.83834
F -5.71764 -2.52858 0.16718
H -2.40056 -3.27264 2.86475
H -2.10878 -1.93702 1.84703
H -0.76365 -2.98471 2.24136
H -2.30521 -4.93984 1.30440
H -1.42787 -4.00628 0.06553
C 4.98034 -1.76523 -1.98378
C 6.41112 -2.17641 -1.80768
O 6.51426 -3.37687 -2.52944
C 7.72574 -4.04132 -2.55541
O 8.72083 -3.60767 -1.96810
C 7.79385 -5.35763 -3.32257
F 8.59112 -6.21380 -2.74393
F 6.56130 -5.92186 -3.34892
F 8.25137 -5.10347 -4.56031
H 4.66626 -1.60983 -3.01592
H 4.89509 -0.87621 -1.35891
H 4.36632 -2.58928 -1.62042
H 6.69529 -2.33485 -0.76737
H 7.13390 -1.41199 -2.09292
*
```

The HOMO energy comes out at -0.33947 hartree. The relative energy (zero: lowest compared OMol25 entry of this formula, charge and spin) is 0.00 kJ/mol. The calculation puts the total energy at -6728.74455 hartree.